This record from the Open Molecules 2025 dataset describes a structure of composition C29H19Cl2CrN6O8S3 in a non-equilibrium geometry. The level of theory is ωB97M-V/def2-TZVPD.

Calculated values
Total charge: -2
HOMO energy (spin up / spin down) (Eh): -0.08030 / -0.08202
<S²>: 3.833
LUMO energy (spin up / spin down) (eV): 3.8 / 3.8
Multiplicity: 4
Energy (eV): -141679.296

Geometry as XYZ:
```
68
C29H19Cl2CrN6O8S3 | the Open Molecules 2025 dataset | ωB97M-V/def2-TZVPD
Cr 3.84 -13.04 13.72
S 5.41 -11.17 14.60
C 6.22 -11.94 15.90
C 6.73 -11.31 17.09
N 7.12 -10.78 18.07
C 6.39 -13.32 15.81
S 5.93 -14.13 14.37
C 6.92 -14.03 16.91
N 7.35 -14.66 17.81
O -1.06 -11.78 16.64
C -1.24 -11.42 15.36
O -2.30 -10.95 14.94
C -0.16 -11.61 14.42
C -0.23 -11.26 13.05
Cl -1.54 -10.91 12.13
N 0.96 -11.55 12.46
N 1.88 -12.08 13.42
C 1.21 -12.10 14.58
C 1.86 -12.75 15.76
O 1.30 -12.72 16.88
O 3.04 -13.24 15.56
C 1.30 -11.36 11.06
C 1.09 -10.14 10.40
C 1.59 -9.96 9.10
C 2.17 -11.00 8.41
C 2.44 -12.21 9.07
C 1.91 -12.41 10.33
H -0.11 -12.14 16.83
H 0.64 -9.29 10.90
H 1.51 -8.94 8.70
H 2.48 -10.81 7.38
H 3.00 -13.03 8.63
H 2.07 -13.36 10.80
C 6.12 -18.69 16.70
C 4.78 -18.32 16.09
C 4.21 -17.12 16.56
C 3.27 -16.45 15.80
C 2.95 -16.99 14.55
C 3.37 -18.27 14.15
C 4.21 -18.97 14.98
S 2.08 -15.97 13.38
O 1.01 -15.26 14.05
O 1.76 -16.81 12.22
N 3.20 -14.86 12.88
C 3.86 -15.17 11.61
C 4.63 -13.95 11.11
O 5.26 -13.95 10.05
O 4.55 -12.87 11.89
H 6.75 -17.80 16.80
H 6.66 -19.42 16.08
H 6.03 -19.10 17.70
H 4.60 -16.66 17.46
H 2.75 -15.58 16.11
H 2.93 -18.68 13.23
H 4.57 -19.97 14.74
H 3.14 -15.49 10.85
H 4.64 -15.94 11.68
Cl 6.68 -9.48 8.78
C 5.66 -9.00 10.08
C 5.24 -7.66 10.23
C 4.30 -7.35 11.22
C 3.89 -8.37 12.06
N 4.30 -9.62 11.92
C 5.13 -9.97 10.92
H 5.70 -6.91 9.61
H 3.85 -6.38 11.35
H 3.25 -8.14 12.89
H 5.38 -11.00 10.84
```

=====

This record from the Open Molecules 2025 dataset describes a structure of composition C29H19F18InN6O6S3. The level of theory is ωB97M-V/def2-TZVPD.

Calculated values
Total charge: -2
HOMO energy (Eh): -0.09441
ΔE to the lowest compared entry with this formula, charge and spin (eV): 0.000
LUMO energy (eV): 4.1
Multiplicity: 1
Energy (eV): -138208.471

Geometry as XYZ:
```
82
C29H19F18InN6O6S3 | the Open Molecules 2025 dataset | ωB97M-V/def2-TZVPD
In 0.28 1.22 0.09
C -5.55 3.89 -2.96
C -4.13 3.63 -2.52
C -3.08 3.60 -3.43
C -1.79 3.32 -3.02
C -1.48 3.06 -1.67
N -0.18 2.71 -1.34
C 0.87 3.29 -2.05
C 0.87 4.68 -2.23
C 1.90 5.35 -2.86
C 3.00 4.64 -3.33
C 4.16 5.35 -3.98
C 3.02 3.27 -3.15
C 1.99 2.56 -2.53
C 2.04 1.02 -2.49
O 1.39 0.38 -1.49
C 1.42 0.52 -3.84
F 1.52 -0.80 -3.99
F 0.11 0.83 -3.88
F 1.96 1.09 -4.94
C 3.52 0.49 -2.42
F 4.23 0.63 -3.58
F 3.56 -0.80 -2.13
F 4.20 1.14 -1.47
C -2.54 3.11 -0.73
C -3.82 3.39 -1.19
C -2.27 2.94 0.78
O -1.39 2.00 1.17
C -3.58 2.56 1.56
F -4.20 1.52 0.97
F -4.51 3.56 1.66
F -3.32 2.20 2.82
C -1.80 4.34 1.32
F -2.61 5.36 0.95
F -1.73 4.37 2.66
F -0.58 4.63 0.86
H -5.57 4.42 -3.91
H -6.08 4.50 -2.22
H -6.11 2.96 -3.08
H -3.26 3.78 -4.49
H -0.99 3.27 -3.75
H 0.02 5.23 -1.84
H 1.85 6.43 -2.97
H 3.88 6.34 -4.33
H 4.53 4.78 -4.85
H 5.00 5.46 -3.29
H 3.87 2.73 -3.54
H -4.64 3.44 -0.49
N 2.75 0.60 3.87
C 1.92 0.59 2.78
S 2.15 1.88 1.65
N 1.04 -0.38 2.79
N 0.21 -0.40 1.72
C -0.73 -1.26 1.70
C -1.63 -1.26 0.54
C -2.76 -2.07 0.50
C -3.56 -2.02 -0.63
C -3.21 -1.18 -1.68
C -2.07 -0.40 -1.55
N -1.31 -0.44 -0.46
H 3.62 1.10 3.74
H 2.81 -0.28 4.35
H -0.88 -1.97 2.51
H -2.99 -2.74 1.32
H -4.44 -2.64 -0.70
H -3.81 -1.11 -2.58
H -1.76 0.29 -2.32
F 3.68 -6.28 0.42
C 2.36 -6.51 0.47
F 2.19 -7.84 0.56
F 1.82 -6.11 -0.68
S 1.63 -5.65 1.93
O 1.84 -4.26 1.69
O 2.30 -6.29 3.03
N 0.12 -6.11 1.92
S -1.03 -5.42 1.10
O -2.05 -4.90 1.97
O -0.67 -4.64 -0.04
C -1.80 -6.94 0.39
F -2.86 -6.59 -0.36
F -0.94 -7.59 -0.39
F -2.23 -7.78 1.34
```

=====

This record from the Open Molecules 2025 dataset describes a structure of composition C29H19F5N3O2RuS. The level of theory is ωB97M-V/def2-TZVPD.

Calculated values
Total charge: +3
HOMO energy (spin up / spin down) (Eh): -0.63205 / -0.63186
<S²>: 6.038
LUMO energy (spin up / spin down) (eV): -10.5 / -12.3
Multiplicity: 5
Energy (eV): -65921.927

Geometry as XYZ:
```
60
C29H19F5N3O2RuS | the Open Molecules 2025 dataset | ωB97M-V/def2-TZVPD
Ru -1.00 0.40 0.07
C 0.83 4.41 0.34
O -0.56 4.47 -0.19
C -0.97 3.26 -0.24
N -0.13 2.30 0.02
C 1.21 2.93 0.18
C 2.08 2.40 1.29
C 1.59 1.61 2.32
C 2.42 1.17 3.34
C 3.76 1.54 3.34
C 4.25 2.35 2.32
C 3.42 2.77 1.30
C -2.36 2.93 -0.62
C -3.38 3.78 -0.98
C -4.62 3.23 -1.31
C -4.81 1.85 -1.23
C -3.74 1.07 -0.83
N -2.54 1.61 -0.57
C -3.69 -0.37 -0.57
N -2.58 -0.87 -0.06
C -2.74 -2.34 0.07
C -4.23 -2.53 -0.36
O -4.66 -1.17 -0.79
C -1.76 -3.09 -0.81
C -1.05 -2.46 -1.83
C -0.17 -3.18 -2.62
C 0.01 -4.54 -2.40
C -0.70 -5.17 -1.38
C -1.58 -4.45 -0.59
H 0.80 4.73 1.38
H 1.44 5.09 -0.24
H 1.72 2.77 -0.77
H 0.53 1.37 2.36
H 2.03 0.57 4.15
H 4.41 1.22 4.14
H 5.29 2.65 2.33
H 3.82 3.37 0.49
H -3.22 4.85 -1.00
H -5.43 3.87 -1.62
H -5.76 1.39 -1.46
H -2.59 -2.61 1.11
H -4.88 -2.84 0.45
H -4.35 -3.19 -1.21
H -1.23 -1.42 -2.07
H 0.36 -2.69 -3.44
H 0.67 -5.11 -3.03
H -0.56 -6.23 -1.20
H -2.13 -4.95 0.20
F 5.64 -1.36 -0.62
C 4.41 -1.39 -0.23
C 3.49 -0.48 -0.82
F 3.91 0.37 -1.73
C 2.20 -0.52 -0.42
F 1.32 0.32 -0.99
C 1.75 -1.40 0.59
S 0.17 -1.41 1.18
C 2.70 -2.30 1.15
F 2.31 -3.12 2.09
C 4.00 -2.30 0.74
F 4.87 -3.13 1.26
```